{"formula": "C30H69N3O18S6", "method": "wB97M-V/def2-TZVPD", "lumo_energy_ev": -0.16, "homo_energy_ha": -0.3848, "smiles": "CCOS(C)(=O)=O.CCOS(C)(=O)=O.CCOS(C)(=O)=O.CCOS(C)(=O)=O.CCOS(C)(=O)=O.CCOS(C)(=O)=O.CCCC#N.CCCC#N.CCCC#N", "elements": ["S", "S", "S", "S", "S", "S", "O", "O", "O", "O", "O", "O", "O", "O", "O", "O", "O", "O", "O", "O", "O", "O", "O", "O", "N", "N", "N", "C", "C", "C", "C", "C", "C", "C", "C", "C", "C", "C", "C", "C", "C", "C", "C", "C", "C", "C", "C", "C", "C", "C", "C", "C", "C", "C", "C", "C", "C", "H", "H", "H", "H", "H", "H", "H", "H", "H", "H", "H", "H", "H", "H", "H", "H", "H", "H", "H", "H", "H", "H", "H", "H", "H", "H", "H", "H", "H", "H", "H", "H", "H", "H", "H", "H", "H", "H", "H", "H", "H", "H", "H", "H", "H", "H", "H", "H", "H", "H", "H", "H", "H", "H", "H", "H", "H", "H", "H", "H", "H", "H", "H", "H", "H", "H", "H", "H", "H"], "xyz": [[-2.4976, 3.3553, 4.1083], [4.4788, -1.7377, 0.5684], [-4.0442, -0.6380, -3.7686], [-0.3999, 3.4234, -2.9050], [3.1596, -2.2605, 5.0207], [-3.1409, -2.4213, 2.1494], [0.7592, 3.8860, -2.1965], [-1.4231, 4.2175, 4.5281], [-2.5363, -1.1267, 2.3157], [-4.3907, -2.7197, 2.7618], [3.8155, -2.1861, 6.4550], [-3.7360, -1.2473, -5.0369], [-4.1151, -1.4137, -2.5535], [4.4370, -0.3450, 0.8480], [3.3636, -2.4640, 1.3513], [-2.1701, -3.5042, 2.7915], [1.7865, -2.7326, 5.2083], [-0.3383, 2.1590, -3.5854], [-3.3634, 3.8923, 3.0945], [-3.3222, 3.0642, 5.4463], [4.3315, -2.2095, -0.7894], [-5.4753, -0.0625, -3.9094], [4.0568, -3.0895, 4.2060], [-1.5431, 3.2638, -1.8487], [5.5583, 4.0105, -6.1833], [0.9597, 0.1170, 1.9988], [-1.0077, -3.7788, -7.5970], [-6.0072, 0.3560, -5.1128], [0.6968, -2.4486, -4.7635], [4.3489, 1.9116, -5.4111], [-1.9443, 1.8635, 3.7170], [-0.9423, 4.7287, -3.9299], [-0.9000, -3.1951, 3.3356], [3.8761, 2.8504, -3.1227], [-3.2594, -2.7602, 0.4425], [3.1330, -0.6328, 4.4506], [-4.0844, 4.0612, 6.1615], [5.9638, -2.4153, 1.2973], [4.5670, 1.7324, -3.8733], [-2.9863, 0.7406, -3.5320], [-0.5958, -2.1817, -5.5755], [-5.4092, 4.3525, 5.5063], [1.2359, 0.4783, 0.9429], [-0.5072, -0.5902, -1.2660], [0.6559, -3.7792, -3.9855], [-0.7667, -3.1670, -6.6614], [3.1221, -1.6832, 7.5333], [-0.1075, -4.3916, 3.1912], [-6.6593, 1.7013, -5.1445], [4.9903, 3.0702, -5.8866], [3.0520, -3.8179, 1.1570], [1.3937, 0.8930, -0.4364], [4.1627, -1.2320, 8.5033], [1.8448, -3.9039, 0.3122], [-1.1502, 3.6648, 0.4458], [-1.7846, 4.1997, -0.7901], [0.9746, -0.1910, -1.4370], [-2.2503, -2.6136, 0.0091], [-2.8476, 4.2594, -0.7214], [-2.9169, 1.3406, -4.4413], [2.0276, -3.7556, -0.7521], [-7.5455, 1.7404, -4.5256], [3.2764, 1.9602, -5.6085], [1.1751, 0.1985, -2.4015], [6.8541, -2.0270, 0.7807], [-3.4381, 4.9333, 6.2903], [-5.9872, 3.4634, 5.2595], [2.8017, 0.0060, 5.2600], [-1.1996, 1.4495, 4.4220], [-4.2224, 3.5439, 7.1176], [3.5211, -0.9482, 9.3228], [5.8775, -3.4836, 1.1922], [-0.9318, -1.2496, -2.0480], [-1.3613, 4.4087, 1.2229], [-6.7585, -0.3479, -5.4718], [-5.2437, 0.3223, -5.8752], [2.8399, 2.9391, -3.3931], [-0.4422, -2.3602, 2.7873], [1.0284, -3.2918, 0.7213], [-2.7889, 1.1813, 3.5956], [-1.4733, -2.1726, -4.9323], [2.5877, -2.5032, 8.0374], [2.8361, -4.2085, 2.1238], [4.1510, -0.2696, 4.1840], [-1.0347, -2.8702, 4.3695], [-6.0325, 2.5848, -4.9636], [-0.0301, -3.7073, -3.1371], [-0.5300, -1.1761, -5.9611], [5.6597, 1.7691, -3.6918], [1.5312, -2.5052, -5.4679], [-1.6266, 2.7683, 0.8106], [-3.5389, -3.7822, 0.2892], [-1.1200, 0.3271, -1.2009], [5.9875, -2.0747, 2.3289], [-1.7928, 4.5446, -4.5836], [-1.4699, 1.9448, 2.7502], [2.4283, -0.8858, 7.2657], [4.6224, 1.0234, -5.9954], [2.4695, 1.0879, -0.6580], [-3.9230, -2.1051, -0.1139], [1.6659, -4.0104, -3.7800], [0.8802, -4.1576, 3.6039], [-1.3657, 5.1889, -1.0468], [3.8963, 2.7811, -2.0637], [-7.0388, 1.7148, -6.1844], [2.4495, -0.5921, 3.6164], [4.7517, -2.0789, 8.8436], [4.2455, 0.7180, -3.6119], [-0.0942, 3.6035, 0.2466], [-1.0976, 5.6126, -3.3578], [-5.2863, 4.9400, 4.6160], [0.1261, -4.7780, 2.2001], [-0.0665, 4.9174, -4.5449], [-3.2862, 1.3888, -2.7130], [-0.6822, -1.1610, -0.3697], [4.7485, -0.3748, 8.1918], [0.8223, -1.6093, -4.0888], [0.2402, -4.4881, -4.7074], [1.5690, -4.9587, 0.4816], [-5.9557, 4.9499, 6.2142], [0.8210, 1.8112, -0.6126], [1.5681, -1.1065, -1.3235], [-1.9966, 0.3323, -3.3616], [3.8983, -4.3223, 0.6679], [4.3473, 3.8016, -3.4433], [-0.4450, -5.2477, 3.7837]]}